Computed, not measured: a cluster of 2 separate species, C6H15N5O in total, with ωB97M-V/def2-TZVPD.

Its structure (SMILES) is [H]/N=C\N/C=N/C.C/N=C(/C)NO. The calculation puts the HOMO energy at -0.3351 Eh. As for the molar mass: 173.22 g mol⁻¹. The relative energy (zero: lowest compared OMol25 entry of this formula, charge and spin) is 2.713 eV. Its net charge is 0.

Each line ends with the natural charge from an NBO analysis.
Positions of all 27 atoms, in Å:
H: -5.285 0.850 1.538  0.32
N: -6.085 0.288 1.268  -0.68
C: -5.912 -0.381 0.186  0.28
N: -4.822 -0.412 -0.648  -0.62
C: -3.617 0.108 -0.210  0.27
N: -2.470 -0.153 -0.690  -0.45
C: -1.373 0.597 -0.069  -0.43
H: -6.743 -0.982 -0.161  0.17
H: -4.816 -0.942 -1.497  0.42
H: -3.710 0.779 0.645  0.14
H: -1.711 1.398 0.609  0.17
H: -0.750 -0.064 0.551  0.21
H: -0.759 1.054 -0.849  0.20
C: 2.799 1.454 -0.633  -0.43
N: 4.015 1.165 0.109  -0.46
C: 4.437 -0.023 0.194  0.41
C: 5.798 -0.306 0.755  -0.67
N: 3.728 -1.175 -0.270  -0.36
O: 2.330 -1.146 -0.003  -0.57
H: 2.642 0.761 -1.471  0.17
H: 1.924 1.398 0.024  0.20
H: 2.857 2.490 -1.026  0.20
H: 5.727 -0.944 1.651  0.22
H: 6.399 -0.801 -0.029  0.23
H: 6.265 0.646 1.026  0.25
H: 4.064 -2.018 0.184  0.36
H: 1.900 -1.152 -0.887  0.47

Forces on atoms 1 to 3 (eV/Å):
H 0.0 0.0 0.0
N -0.1 -0.8 -0.9
C -0.8 0.9 1.1

=====

Computed, not measured: a cluster of 5 separate species, C9H21Br3ClN4O10P2S in total, with ωB97M-V/def2-TZVPD.

The calculation puts the HOMO energy at -0.1630 Eh. As for the molar mass: 714.47 g mol⁻¹. Its net charge is -1.

Each line ends with the natural charge from an NBO analysis.
Positions of all 51 atoms, in Å:
C: -2.148 -2.502 0.709  -0.69
C: -0.831 -1.527 0.884  -0.08
Br: -1.079 0.049 2.151  0.00
C: 0.476 -1.782 0.162  -0.06
Br: 0.722 -3.352 -1.118  0.07
C: 1.807 -0.838 0.378  -0.03
O: 2.898 -1.854 0.229  -0.81
P: 4.329 -0.826 0.457  1.12
Cl: 6.172 0.217 0.890  -0.50
P: 4.981 -2.544 1.709  0.47
S: 5.173 -4.051 0.455  -0.70
O: 3.687 0.429 -0.625  -0.83
C: 2.195 0.302 -0.733  0.07
Br: 1.647 2.160 -0.092  -0.09
H: -3.162 -1.921 0.559  0.26
H: -2.066 -3.267 -0.186  0.25
H: -2.250 -3.178 1.688  0.22
H: 1.745 -0.353 1.441  0.24
H: 3.906 -0.215 1.693  -0.10
H: 5.081 -1.336 -0.667  -0.04
H: 6.171 -2.261 2.469  -0.01
H: 3.810 -2.838 2.547  -0.02
H: 2.069 0.062 -1.875  0.24
C: 1.757 -0.518 -4.941  -0.48
N: 0.532 -1.175 -4.409  0.52
O: -0.003 -0.659 -3.421  -0.37
O: 0.143 -2.190 -4.999  -0.39
H: 1.982 0.357 -4.329  0.24
H: 2.570 -1.245 -4.889  0.24
H: 1.551 -0.225 -5.973  0.22
C: 4.347 3.009 -3.344  -0.48
N: 3.636 1.890 -4.020  0.52
O: 2.772 2.190 -4.852  -0.40
O: 3.964 0.743 -3.695  -0.35
H: 3.959 3.956 -3.724  0.22
H: 4.160 2.918 -2.272  0.27
H: 5.410 2.908 -3.572  0.23
C: -5.159 0.829 1.472  -0.48
N: -5.751 -0.504 1.179  0.53
O: -6.929 -0.686 1.510  -0.39
O: -5.016 -1.331 0.626  -0.38
H: -5.914 1.452 1.957  0.23
H: -4.305 0.672 2.134  0.26
H: -4.850 1.268 0.522  0.24
C: -6.891 2.304 5.327  -0.49
N: -5.576 2.835 4.877  0.52
O: -5.043 2.281 3.909  -0.38
O: -5.115 3.792 5.510  -0.36
H: -7.172 1.467 4.684  0.24
H: -6.776 1.974 6.362  0.24
H: -7.618 3.114 5.247  0.24

Forces on atoms 1 to 3 (eV/Å):
C 0.0 -0.3 0.6
C 2.9 -2.4 -3.2
Br 0.4 -1.8 -1.5

=====

Computed, not measured: a structure of composition C14H18HgO3, with ωB97M-V/def2-TZVPD.

The calculation puts the HOMO energy at -0.5772 Eh. As for the molar mass: 434.88 g mol⁻¹. Its net charge is +2.

Each line ends with the natural charge from an NBO analysis.
Positions of all 36 atoms, in Å:
C: 0.153 0.008 1.227  -0.65
C: 0.659 -0.866 0.076  0.24
C: 1.644 -0.146 -0.853  -0.47
C: 3.087 -0.005 -0.354  -0.28
C: 3.332 0.237 1.141  -0.11
O: 3.065 1.606 1.401  -0.49
C: 2.910 2.245 0.213  0.78
O: 2.334 3.252 0.057  -0.48
C: 3.571 1.375 -0.870  -0.50
O: -0.328 -1.336 -0.719  -0.37
C: -1.504 -1.884 -0.112  -0.13
C: -2.576 -0.849 -0.237  0.02
C: -2.992 -0.407 -1.507  -0.11
C: -4.020 0.508 -1.585  -0.21
C: -4.633 0.996 -0.430  -0.03
C: -4.197 0.588 0.835  -0.18
C: -3.165 -0.324 0.928  -0.19
H: -0.663 0.584 0.784  0.29
H: -0.220 -0.608 2.036  0.24
H: 0.916 0.679 1.603  0.28
H: 1.258 -1.852 0.587  0.07
H: 1.187 0.817 -1.068  0.27
H: 1.648 -0.709 -1.784  0.25
H: 3.812 -0.755 -0.701  0.24
H: 2.893 -0.450 1.863  0.18
H: 4.405 0.126 1.318  0.22
H: 4.637 1.544 -0.763  0.27
H: 3.153 1.618 -1.833  0.25
H: -1.790 -2.763 -0.685  0.24
H: -1.363 -2.223 0.907  0.22
H: -2.527 -0.798 -2.397  0.23
H: -4.387 0.858 -2.534  0.26
H: -5.451 1.694 -0.509  0.25
H: -4.673 0.965 1.724  0.26
H: -2.826 -0.664 1.894  0.23
Hg: 2.655 -3.062 0.345  0.91

Forces on atoms 1 to 3 (eV/Å):
C 0.5 -1.1 0.6
C -0.9 2.7 -1.9
C 0.2 -1.5 0.5

=====

Computed, not measured: the molecule C6H11FN2Si, with ωB97M-V/def2-TZVPD.

Its structure (SMILES) is C[Si](C)(C)n1cnc(F)c1. The calculation puts the HOMO energy at -0.3209 Eh. As for the molar mass: 158.25 g mol⁻¹. The relative energy (zero: lowest compared OMol25 entry of this formula, charge and spin) is 0.000 eV. Its net charge is 0.

Each line ends with the natural charge from an NBO analysis.
Positions of all 21 atoms, in Å:
C: 1.126 -1.518 -1.275  -1.10
Si: 0.840 -0.014 -0.076  1.73
C: 1.552 -0.448 1.654  -1.13
C: 1.374 1.809 -0.488  -1.09
N: -0.974 0.141 -0.038  -0.69
C: -1.593 1.043 0.680  0.16
N: -2.930 0.865 0.707  -0.49
C: -3.109 -0.129 -0.220  0.49
F: -4.341 -0.479 -0.558  -0.30
C: -1.925 -0.664 -0.670  -0.22
H: 0.590 -1.475 -2.254  0.25
H: 2.141 -1.778 -1.471  0.25
H: 0.585 -2.332 -0.698  0.24
H: 0.875 -0.108 2.463  0.25
H: 1.635 -1.546 1.863  0.25
H: 2.550 0.078 1.808  0.25
H: 1.619 2.211 0.470  0.24
H: 2.336 1.860 -1.070  0.25
H: 0.487 2.214 -0.954  0.25
H: -1.233 1.835 1.301  0.21
H: -1.604 -1.565 -1.173  0.23

Forces on atoms 1 to 3 (eV/Å):
C -2.2 0.4 0.7
Si 0.5 -0.1 -0.4
C 0.1 -0.1 0.2

=====

Computed, not measured: the ion C3H7FN5 with charge +1, with ωB97M-V/def2-TZVPD.

The calculation puts the HOMO energy (alpha / beta) at -0.5111 / -0.5094 Eh. As for the molar mass: 132.12 g mol⁻¹. The relative energy (zero: lowest compared OMol25 entry of this formula, charge and spin) is 5.990 eV. Its net charge is +1.

Each line ends with the natural charge from an NBO analysis.
Positions of all 16 atoms, in Å:
C: -1.171 -0.815 0.019  0.25
C: -0.418 0.367 -0.587  -0.42
C: 0.673 0.724 0.299  -0.24
N: -0.785 -1.511 0.938  0.02
N: -3.527 -0.671 0.107  -0.20
N: -2.498 -1.059 -0.436  -0.04
N: 1.696 -0.320 0.503  -0.36
N: 1.411 -1.545 0.593  0.07
F: 1.010 -2.208 -0.696  -0.33
H: -0.127 0.126 -1.565  0.27
H: -1.173 1.073 -0.643  0.26
H: 1.222 1.603 -0.171  0.25
H: 0.430 0.949 1.277  0.24
H: -4.546 -0.875 -0.311  0.42
H: 2.585 0.061 0.303  0.40
H: 2.079 -2.181 0.901  0.42

Forces on atoms 1 to 3 (eV/Å):
C 0.5 1.7 0.2
C -1.1 -2.5 0.4
C 2.9 1.0 -1.0

=====

Question: net charge of number 5 (C3H7FN5)?
Answer: +1

=====

Question: What is the formula in the third record?
Answer: C14H18HgO3